# 1
Below is 4 unconnected molecules or ions with the total composition C15H24BBr2Cl2IO9 at a distorted geometry, with properties calculated with ωB97M-V with the def2-TZVPD basis set.

Structure (ORCA input):
```
! wB97M-V def2-TZVPD RIJCOSX def2/J DEFGRID3
* xyz 0 1
C 1.390 2.679 0.500
C 1.518 4.307 0.353
Cl 2.998 5.248 1.055
C 0.441 5.109 -0.340
Cl 0.631 6.984 -0.467
B -0.928 4.485 -1.002
I -1.578 5.346 -2.959
C -1.888 3.314 -0.363
Br -2.327 1.551 -1.275
C -2.488 3.611 0.998
C -2.250 4.998 1.839
Br -3.703 2.199 1.816
H 0.602 2.407 1.353
H 1.156 2.115 -0.519
H 2.436 2.241 0.868
H -2.668 4.831 2.945
H -2.896 5.857 1.346
H -1.126 5.318 1.961
C 6.120 -0.126 4.484
O 5.841 1.267 4.614
C 5.697 1.920 3.433
O 5.787 1.421 2.322
O 5.437 3.224 3.702
C 5.261 4.039 2.545
H 6.215 -0.547 5.489
H 5.299 -0.638 3.972
H 7.065 -0.282 3.954
H 4.406 3.693 1.956
H 6.173 4.049 1.938
H 5.059 5.060 2.878
C -1.730 -2.359 -0.813
O -0.481 -3.010 -1.042
C 0.597 -2.329 -0.576
O 0.571 -1.252 -0.002
O 1.707 -3.056 -0.858
C 2.926 -2.457 -0.422
H -2.521 -2.991 -1.226
H -1.911 -2.238 0.260
H -1.760 -1.392 -1.324
H 2.931 -2.340 0.666
H 3.082 -1.494 -0.918
H 3.748 -3.123 -0.700
C -7.730 -5.659 -3.770
O -6.481 -6.310 -3.999
C -5.403 -5.629 -3.533
O -5.429 -4.552 -2.959
O -4.293 -6.356 -3.815
C -3.074 -5.757 -3.380
H -8.521 -6.291 -4.183
H -7.911 -5.538 -2.697
H -7.760 -4.692 -4.281
H -3.069 -5.640 -2.291
H -2.918 -4.794 -3.875
H -2.252 -6.423 -3.657
*
```

Calculated values
E_HOMO: -9.199 eV
Structure (SMILES): C/C(Cl)=C(/Cl)B(I)/C(Br)=C(\C)Br.COC(=O)OC.COC(=O)OC.COC(=O)OC
Max |F|: 5.07 eV Å⁻¹

# 2
Below is 6 unconnected molecules or ions with the total composition C15H24Cl17NO5S at a distorted geometry, with properties calculated with ωB97M-V with the def2-TZVPD basis set.

Structure (ORCA input):
```
! wB97M-V def2-TZVPD RIJCOSX def2/J DEFGRID3
* xyz 0 1
C 0.377 1.756 3.703
C 1.180 0.591 3.055
O 1.200 0.590 1.640
C -0.106 0.714 1.106
C -0.146 0.221 -0.392
O -0.700 1.389 -1.072
S -2.341 1.378 -0.792
O -3.008 1.681 -2.067
O -2.805 2.378 0.197
O -2.436 -0.182 -0.233
C -1.228 -0.850 -0.737
C -1.594 -1.065 -2.246
C -3.110 -1.433 -2.462
N -3.150 -2.448 -3.569
C -1.122 -2.264 -0.077
Cl -1.924 -2.245 1.553
C 0.314 -2.868 -0.045
C 1.183 -2.464 1.184
Cl 1.286 -2.537 -1.539
H 0.782 1.927 4.716
H -0.698 1.534 3.814
H 0.530 2.697 3.140
H 0.846 -0.366 3.509
H 2.234 0.723 3.372
H -0.360 1.792 1.120
H -0.885 0.198 1.702
H 0.879 -0.019 -0.720
H -1.382 -0.172 -2.868
H -1.028 -1.885 -2.721
H -3.562 -1.925 -1.587
H -3.690 -0.569 -2.826
H -3.478 -2.023 -4.424
H -3.781 -3.176 -3.268
H -1.738 -2.938 -0.698
H 0.188 -3.965 -0.004
H 0.650 -2.484 2.145
H 1.684 -1.510 0.956
H 1.989 -3.222 1.257
C 1.362 -2.077 6.257
Cl 2.334 -0.607 6.381
Cl -0.269 -1.701 5.688
Cl 2.138 -3.245 5.183
H 1.286 -2.519 7.243
C 6.067 -3.508 5.535
Cl 5.707 -2.049 4.606
Cl 5.503 -3.341 7.202
Cl 5.344 -4.928 4.770
H 7.142 -3.643 5.552
C 1.494 3.178 -3.517
Cl 3.053 2.881 -2.740
Cl 1.493 4.749 -4.325
Cl 1.095 1.853 -4.631
H 0.731 3.204 -2.747
C -6.177 3.286 -0.422
Cl -6.556 4.675 -1.447
Cl -6.735 3.562 1.233
Cl -6.893 1.811 -1.082
H -5.099 3.160 -0.401
C 3.276 3.735 -8.377
Cl 3.783 2.533 -9.571
Cl 2.283 4.985 -9.136
Cl 2.404 2.969 -7.045
H 4.165 4.207 -7.975
*
```

Calculated values
E_HOMO: -9.634 eV
Structure (SMILES): CCOC[C@@H]1OS(=O)(=O)O[C@]1(CCN)[C@H](Cl)[C@H](C)Cl.ClC(Cl)Cl.ClC(Cl)Cl.ClC(Cl)Cl.ClC(Cl)Cl.ClC(Cl)Cl
Max |F|: 3.90 eV Å⁻¹